Record 1
Formula: C2H10NSi
Source: the OMol25 dataset
Level of theory: ωB97M-V/def2-TZVPD

- HOMO level: -13.623 eV
- Gap between HOMO and LUMO: 9.10 eV
- Net charge: +1
- LUMO energy: -4.5 eV
- 2S+1: 1

Structure (XYZ):
```
14
Properties=species:S:1:pos:R:3:forces:R:3
C 2.21449 0.61166 0.25200 2.489 -1.886 3.445
C -1.29380 0.18267 -0.49387 -1.566 -2.160 1.205
N -0.54005 -1.11440 -0.64969 -0.448 -0.845 -0.666
Si -2.85497 0.30628 0.29038 2.174 0.431 -1.051
H 1.20288 0.53822 0.76691 1.553 -0.041 -0.315
H 2.86662 -0.35970 0.12330 -1.822 1.311 0.442
H 2.12520 0.99894 -0.68001 -0.438 1.413 -2.869
H -0.96184 0.88759 -1.18194 0.821 1.481 -0.649
H -1.05269 -1.84612 0.00681 2.079 1.527 -1.786
H 0.51596 -0.91880 -0.41872 -2.202 -0.873 -0.152
H -0.61196 -1.43932 -1.69414 0.342 0.364 2.441
H 2.99160 1.25561 0.82741 -1.846 -0.806 -0.711
H -3.65324 -0.75259 0.76647 -0.446 -1.087 0.577
H -3.11120 1.63778 0.66077 -0.689 1.172 0.087
```
Forces are in eV/Å.

Record 2
Formula: NO4S2
Source: the OMol25 dataset
Level of theory: ωB97M-V/def2-TZVPD

- HOMO level: -5.991 eV
- Gap between HOMO and LUMO: 9.74 eV
- Net charge: -1
- LUMO energy: 3.7 eV
- 2S+1: 1

Structure (XYZ):
```
7
Properties=species:S:1:pos:R:3:forces:R:3
N 0.49894 0.31467 1.10131 -1.955 0.331 -1.199
O -2.01820 -0.33400 0.45375 0.974 0.768 -0.095
O 2.59857 -1.01331 0.92839 0.529 -0.088 0.362
O -0.46713 -0.12172 -1.39755 0.240 -0.322 -0.626
O -1.13017 1.87068 -0.23893 -0.142 0.720 0.389
S 1.35207 -0.61029 0.30155 1.525 -0.998 -0.053
S -0.96009 0.45389 -0.17438 -1.171 -0.411 1.222
```
Forces are in eV/Å.